{
  "formula": "C37H39N6O13",
  "method": "ωB97M-V/def2-TZVPD",
  "symbols": ["O", "O", "O", "O", "O", "O", "O", "O", "O", "O", "O", "O", "O", "N", "N", "N", "N", "N", "N", "C", "C", "C", "C", "C", "C", "C", "C", "C", "C", "C", "C", "C", "C", "C", "C", "C", "C", "C", "C", "C", "C", "C", "C", "C", "C", "C", "C", "C", "C", "C", "C", "C", "C", "C", "C", "C", "H", "H", "H", "H", "H", "H", "H", "H", "H", "H", "H", "H", "H", "H", "H", "H", "H", "H", "H", "H", "H", "H", "H", "H", "H", "H", "H", "H", "H", "H", "H", "H", "H", "H", "H", "H", "H", "H", "H"],
  "coordinates": [[-11.84214, 2.09437, 0.86073], [1.91911, 1.21799, 0.96649], [2.94332, 6.97520, -0.73736], [1.74385, 1.05550, -2.48411], [-0.74971, -7.54098, 5.00972], [4.78474, -2.48074, 0.15686], [3.27716, 1.60129, -3.99403], [5.91859, -2.23072, 1.96354], [-3.82566, 2.29714, -1.40248], [-5.40557, 2.13085, -2.85435], [-10.95615, 0.79394, 2.32897], [3.22398, 6.42936, 1.41551], [0.86567, -6.28902, 4.33574], [5.16399, -2.86404, 1.24898], [-4.26420, 1.95478, -2.48704], [3.74643, 7.02155, 0.61224], [-0.26981, -6.71882, 4.25967], [-10.88707, 1.58139, 1.40689], [2.88549, 5.70043, -1.23901], [-3.33899, 1.28710, -3.41469], [2.71466, 3.18945, -2.26745], [1.67891, 5.23439, -1.55716], [5.22403, 1.55688, -1.33477], [3.84970, -4.91479, 0.92451], [-1.37822, -4.82899, 1.24354], [4.77893, 1.62762, 0.13328], [4.00984, 4.97668, -1.38066], [1.00965, 3.40086, 1.42074], [-1.15963, 0.44489, -3.88810], [3.02239, 0.58329, 1.60927], [1.06916, 1.93664, 1.85978], [-9.54649, 1.93742, 0.91346], [-0.58386, -5.29434, 2.27880], [-1.58961, 0.07716, -5.15763], [4.68225, -4.16148, 1.73369], [3.41432, -6.14779, 1.38017], [-2.03824, 1.05403, -3.00862], [1.57780, 3.95956, -2.08356], [3.81017, -6.60777, 2.62987], [-7.18089, 1.66658, 1.00907], [-2.42063, -6.65415, 3.06609], [4.63855, -5.83378, 3.43089], [-1.11794, -6.20493, 3.17198], [-8.16749, 3.16565, -0.59402], [-3.78883, 0.91975, -4.66912], [-2.68817, -5.27353, 1.11699], [5.27658, 2.94146, -2.00523], [3.97220, 3.68912, -1.89717], [-9.43035, 2.84758, -0.12084], [-8.43978, 1.34420, 1.49065], [-2.90278, 0.31150, -5.54515], [5.08172, -4.60074, 2.98338], [4.07934, 0.33099, 0.55618], [2.53432, 1.83038, -2.88540], [-7.04326, 2.57395, -0.03333], [-3.20900, -6.18152, 2.02909], [-0.14086, 0.25856, -3.58269], [4.94100, -6.19294, 4.40427], [0.43569, -4.95235, 2.38247], [2.67468, -0.34816, 2.05896], [-8.55175, 0.63943, 2.30099], [0.80034, 5.83972, -1.41966], [3.44026, 1.22310, 2.39328], [3.59625, -0.16811, -0.27995], [0.07920, 1.48924, 1.77498], [6.03073, 3.50228, -1.45610], [5.67012, 1.72595, 0.74978], [3.54506, -4.55310, -0.04631], [1.38497, 1.83531, 2.89606], [-3.30464, -4.91209, 0.30452], [-8.05941, 3.87320, -1.40445], [-1.70743, 1.34168, -2.02123], [0.24484, 3.49489, 0.65419], [-6.30493, 1.20646, 1.44597], [0.61502, 3.55809, -2.35495], [4.94548, 5.43311, -1.10558], [0.77990, 4.03101, 2.27571], [4.80155, -0.35654, 0.96743], [1.97815, 3.66743, 1.00150], [-2.82007, -7.36256, 3.77639], [4.10132, 2.45838, 0.33522], [3.47048, -7.57245, 2.98131], [-0.97446, -4.12069, 0.53292], [5.64003, 2.90728, -3.03231], [-6.06090, 2.81753, -0.40916], [4.21947, 1.55287, -3.78894], [6.23847, 1.16540, -1.35945], [5.72831, -3.99672, 3.60212], [2.76733, -6.75236, 0.75959], [-3.23725, 0.02336, -6.53190], [4.60765, 0.84074, -1.87333], [-4.22940, -6.52461, 1.93092], [-0.89951, -0.39239, -5.84609], [-4.81043, 1.10437, -4.96643], [-10.30762, 3.30288, -0.55558]],
  "mol_weight_g_mol": 775.75,
  "charge": 1,
  "e_homo_ev": -11.06,
  "gap_ev": 5.9,
  "spin_multiplicity": 1
}

---

{
  "formula": "C37H39NO2",
  "method": "ωB97M-V/def2-TZVPD",
  "symbols": ["O", "O", "N", "C", "C", "C", "C", "C", "C", "C", "C", "C", "C", "C", "C", "C", "C", "C", "C", "C", "C", "C", "C", "C", "C", "C", "C", "C", "C", "C", "C", "C", "C", "C", "C", "C", "C", "C", "C", "C", "H", "H", "H", "H", "H", "H", "H", "H", "H", "H", "H", "H", "H", "H", "H", "H", "H", "H", "H", "H", "H", "H", "H", "H", "H", "H", "H", "H", "H", "H", "H", "H", "H", "H", "H", "H", "H", "H", "H"],
  "coordinates": [[-3.97081, 0.15943, -2.79180], [-2.00825, -0.69095, -2.93161], [-3.21386, -0.71504, -3.10704], [4.55526, 0.70298, 3.30409], [-4.91687, -2.61445, 0.04492], [-0.01429, -5.80995, -2.58049], [3.74329, 1.31974, 5.56661], [-1.41843, 4.84312, 2.84066], [-0.32966, 5.54550, 3.24940], [0.08425, -4.60067, -1.89623], [-3.89017, -1.90206, -3.73219], [1.00528, -2.22865, 0.94905], [-1.23469, 3.58049, 2.33960], [0.19668, 4.70553, -1.26872], [0.04400, 2.92944, 2.33197], [0.05251, -5.77676, -4.00834], [-5.28419, -3.88333, 0.46718], [0.31412, -4.54498, -4.64307], [1.48211, -0.25689, -0.93462], [2.37822, 5.42322, -2.81888], [3.22515, 0.32157, 3.05412], [-3.01335, -4.68638, 0.36821], [-2.61570, -3.37462, 0.08913], [-3.54818, -2.38432, -0.24530], [0.32781, 4.27418, -2.55737], [4.78291, 1.15792, 4.56805], [0.95816, 4.97751, 3.19855], [1.15713, 5.53534, -0.74897], [2.41796, 0.95083, 5.29491], [1.16093, 3.69570, 2.71039], [1.37294, 4.64455, -3.37233], [0.17539, -3.39240, -2.52417], [0.33200, -0.15823, -0.17069], [0.32495, -3.36501, -3.93164], [-4.36519, -4.94907, 0.57729], [0.15526, -1.09253, 0.85844], [2.48650, -1.23638, -0.71823], [2.26573, 5.89103, -1.50339], [2.17924, 0.41398, 4.01724], [2.19627, -2.28319, 0.11397], [-0.14793, -6.75275, -2.01633], [-2.43965, 5.28004, 2.77550], [-4.28903, -1.58872, -4.68014], [-0.40139, 3.55981, -2.99652], [5.29553, 0.80496, 2.50603], [-0.13461, -6.72070, -4.54843], [4.05606, 1.83052, 6.51884], [1.72707, 1.17739, 6.04523], [-4.73004, -2.08083, -3.12974], [2.97083, -0.05449, 2.05237], [2.77094, -3.19480, 0.24124], [-0.67871, -1.03064, 1.57695], [0.97769, 6.11366, 0.19097], [-2.11809, 3.02158, 2.02019], [2.93664, 6.64092, -1.08582], [-6.29238, -4.07877, 0.78925], [0.36257, -4.61224, -5.77252], [-1.60828, -3.03043, 0.16969], [2.19053, 3.37124, 2.45366], [-5.58502, -1.77644, -0.02584], [3.38407, -1.20503, -1.30244], [3.20213, 5.76974, -3.40190], [-4.66745, -5.98266, 0.77681], [-0.36785, 0.67147, -0.36641], [1.80969, 5.47845, 3.58411], [0.48147, -2.46327, -4.44130], [0.11936, 1.89424, 1.99201], [0.83340, -2.94755, 1.71412], [0.21778, -4.59645, -0.80554], [-3.18852, -2.71454, -3.80392], [-0.67901, 4.48565, -0.65249], [5.83192, 1.40445, 4.73666], [1.44501, 4.27381, -4.38531], [-2.24166, -5.37873, 0.55815], [-3.13673, -1.36886, -0.48231], [-0.48487, 6.47963, 3.77411], [1.68500, 0.45535, -1.74546], [1.16026, 0.20237, 3.64582], [0.18290, -2.46362, -1.93797]],
  "mol_weight_g_mol": 529.72,
  "e_homo_ev": -8.90,
  "smiles": "C[N+](=O)[O-].c1ccccc1.c1ccccc1.c1ccccc1.c1ccccc1.c1ccccc1.c1ccccc1",
  "e_above_lowest_kj_mol": 0.0,
  "gap_ev": 9.3,
  "spin_multiplicity": 1
}

---

| no. | LUMO level (eV) |
| --- | --- |
| 1 | -5.14 |
| 2 | 0.38 |